No. 1
The following is a quantum chemistry calculation of C20H25N3O5S2 in the gas phase at a distorted geometry, from OMol25.

Positions of all 55 atoms, in Å:
C  -8.50  -0.43  -0.01
C  -7.09  -0.39  -0.54
O  -6.80  -0.60  -1.69
N  -6.18  -0.07  0.44
C  -4.80  0.07  0.34
C  -4.11  -0.06  -0.87
C  -2.74  0.10  -0.89
C  -2.05  0.38  0.27
S  -0.26  0.52  0.20
O  0.09  1.28  -0.96
O  0.19  0.97  1.49
N  0.17  -1.05  -0.05
C  0.12  -1.92  1.09
C  1.39  -1.85  1.95
C  2.58  -2.52  1.27
N  2.86  -2.04  -0.06
S  4.15  -1.04  -0.34
O  4.58  -1.28  -1.69
O  5.09  -1.25  0.73
C  3.51  0.62  -0.23
C  3.33  1.19  1.01
C  2.79  2.46  1.09
C  2.44  3.16  -0.06
C  1.80  4.51  0.03
C  2.66  2.57  -1.30
C  3.19  1.30  -1.39
C  1.99  -2.39  -1.14
C  0.77  -1.46  -1.30
C  -2.71  0.51  1.47
C  -4.09  0.36  1.51
H  -8.78  0.54  0.41
H  -8.59  -1.18  0.77
H  -9.18  -0.68  -0.82
H  -6.55  0.08  1.37
H  -4.66  -0.27  -1.77
H  -2.19  0.02  -1.82
H  -0.07  -2.94  0.75
H  -0.74  -1.60  1.69
H  1.60  -0.79  2.13
H  1.21  -2.34  2.90
H  3.49  -2.35  1.85
H  2.40  -3.61  1.22
H  3.62  0.65  1.89
H  2.62  2.91  2.06
H  2.16  5.17  -0.76
H  0.72  4.40  -0.10
H  1.98  4.97  1.00
H  2.39  3.11  -2.20
H  3.37  0.83  -2.34
H  1.65  -3.42  -0.99
H  2.59  -2.34  -2.05
H  0.02  -1.99  -1.91
H  1.05  -0.54  -1.81
H  -2.15  0.74  2.36
H  -4.62  0.46  2.45

The strongest force on any atom is 1.069 eV Å⁻¹. As for the SMILES: CC(=O)Nc1ccc(S(=O)(=O)N2CCCN(S(=O)(=O)c3ccc(C)cc3)CC2)cc1. The LUMO energy is 0.330 eV. The calculation puts the energy above the lowest of the compared OMol25 structures with the same formula, charge and spin at 23.58 kJ/mol. The total energy comes out at -2113.9704 a.u. The HOMO energy comes out at -8.80 eV.

The net atomic charges from Löwdin, expressed in e, are: 0.000, -0.507, 0.078, 0.116, -0.210, 0.013, -0.039, -0.275, 0.682, -0.265, -0.272, -0.238, -0.180, -0.140, -0.192, -0.238, 0.689, -0.284, -0.281, -0.273, -0.063, -0.039, -0.277, -0.038, -0.043, -0.065, -0.166, -0.156, -0.059, -0.011, 0.085, 0.084, 0.085, 0.142, 0.103, 0.118, 0.134, 0.114, 0.089, 0.119, 0.111, 0.129, 0.118, 0.119, 0.081, 0.087, 0.078, 0.121, 0.116, 0.127, 0.116, 0.126, 0.103, 0.113, 0.113

No. 2
The following is a quantum chemistry calculation of 5 unconnected molecules or ions with the total composition C20H25N5 at a distorted geometry, from OMol25.

Positions of all 50 atoms, in Å:
C  11.44  9.47  10.38
C  11.46  8.35  9.52
C  10.26  7.62  9.72
N  9.52  8.38  10.64
C  10.21  9.42  11.07
H  12.20  10.21  10.52
H  12.32  8.26  8.88
H  9.72  6.98  9.06
H  8.54  8.28  10.82
H  9.74  10.04  11.85
C  7.75  14.14  11.40
C  6.86  14.42  10.29
C  7.42  13.83  9.20
N  8.58  13.22  9.51
C  8.82  13.37  10.85
H  7.65  14.40  12.45
H  6.01  15.11  10.28
H  7.02  13.69  8.15
H  9.19  12.77  8.80
H  9.76  12.91  11.30
C  5.69  11.24  16.87
C  6.85  11.52  16.12
C  7.90  10.84  16.66
N  7.40  10.14  17.74
C  6.10  10.28  17.77
H  4.67  11.53  16.78
H  6.93  12.18  15.28
H  8.97  10.86  16.43
H  7.98  9.46  18.22
H  5.46  9.70  18.40
C  6.04  9.07  12.35
C  5.38  9.11  11.05
C  5.93  10.22  10.45
N  6.85  10.80  11.24
C  6.99  10.09  12.41
H  5.83  8.26  13.06
H  4.53  8.60  10.72
H  5.79  10.75  9.49
H  7.42  11.55  10.97
H  7.67  10.40  13.19
C  9.15  12.31  6.45
C  10.48  12.58  6.77
C  10.98  11.50  7.40
N  10.01  10.60  7.63
C  8.84  11.06  6.98
H  8.49  12.89  5.81
H  11.06  13.45  6.53
H  12.04  11.35  7.67
H  10.12  9.67  8.12
H  8.04  10.40  6.74

The strongest force on any atom is 3.338 eV Å⁻¹. As for the SMILES: c1cc[nH]c1.c1cc[nH]c1.c1cc[nH]c1.c1cc[nH]c1.c1cc[nH]c1. The LUMO energy is 0.763 eV. The calculation puts the energy above the lowest of the compared OMol25 structures with the same formula, charge and spin at 275.67 kJ/mol. The total energy comes out at -1050.8005 a.u. The HOMO energy comes out at -8.22 eV.

The net atomic charges from Löwdin, expressed in e, are: -0.112, -0.133, -0.095, 0.015, -0.161, 0.079, 0.091, 0.094, 0.129, 0.107, -0.092, -0.110, -0.188, 0.006, -0.163, 0.083, 0.097, 0.127, 0.109, 0.126, -0.086, -0.129, -0.142, -0.002, -0.182, 0.083, 0.081, 0.113, 0.160, 0.107, -0.100, -0.093, -0.162, 0.023, -0.143, 0.089, 0.069, 0.121, 0.067, 0.097, -0.131, -0.146, -0.188, 0.036, -0.105, 0.100, 0.100, 0.130, 0.128, 0.096

No. 3
The following is a quantum chemistry calculation of C20H25N5O3 in the gas phase at a distorted geometry, from OMol25.

Positions of all 53 atoms, in Å:
C  -0.75  -2.88  1.16
C  -1.67  -1.91  1.85
O  -2.02  -2.02  3.00
C  -2.24  -0.77  1.00
C  -3.67  -1.14  0.57
N  -1.43  -0.37  -0.12
C  -0.67  0.75  -0.15
C  -0.54  1.70  0.99
N  -0.07  1.02  2.19
C  -0.19  1.84  3.37
C  1.27  0.45  2.03
C  2.37  1.46  1.85
C  3.05  1.97  2.95
C  4.02  2.94  2.79
C  4.32  3.43  1.52
C  3.65  2.92  0.42
C  2.68  1.95  0.58
N  -0.04  0.93  -1.30
C  -0.42  -0.12  -2.06
C  -1.28  -0.96  -1.37
C  -1.76  -2.17  -1.98
O  -2.45  -3.03  -1.46
N  -1.33  -2.29  -3.30
C  -1.78  -3.46  -4.04
C  -0.49  -1.45  -4.01
O  -0.19  -1.68  -5.16
N  -0.02  -0.34  -3.34
C  0.88  0.58  -4.00
H  -1.31  -3.38  0.37
H  -0.39  -3.61  1.88
H  0.09  -2.35  0.71
H  -2.29  0.09  1.67
H  -3.66  -2.02  -0.07
H  -4.12  -0.31  0.04
H  -4.26  -1.35  1.46
H  0.12  2.52  0.67
H  -1.52  2.14  1.22
H  -1.24  2.11  3.51
H  0.13  1.26  4.23
H  0.40  2.77  3.32
H  1.24  -0.21  1.15
H  1.46  -0.16  2.91
H  2.83  1.59  3.93
H  4.55  3.32  3.65
H  5.08  4.19  1.40
H  3.88  3.29  -0.57
H  2.16  1.56  -0.29
H  -2.31  -3.14  -4.94
H  -2.44  -4.03  -3.39
H  -0.92  -4.06  -4.34
H  1.89  0.46  -3.59
H  0.54  1.60  -3.82
H  0.88  0.35  -5.06

The strongest force on any atom is 1.331 eV Å⁻¹. As for the SMILES: CC(=O)[C@H](C)n1c(CN(C)Cc2ccccc2)nc2c1c(=O)n(C)c(=O)n2C. The LUMO energy is 0.557 eV. The calculation puts the energy above the lowest of the compared OMol25 structures with the same formula, charge and spin at 96.76 kJ/mol. The total energy comes out at -1276.6926 a.u. The HOMO energy comes out at -8.56 eV.

The net atomic charges from Löwdin, expressed in e, are: 0.017, -0.396, 0.103, -0.231, -0.003, 0.080, -0.259, -0.118, -0.202, -0.079, -0.142, -0.215, -0.053, -0.083, -0.092, -0.077, -0.047, 0.203, -0.210, -0.044, -0.356, 0.034, 0.037, -0.002, -0.444, 0.085, 0.013, -0.001, 0.078, 0.093, 0.082, 0.139, 0.065, 0.091, 0.091, 0.128, 0.133, 0.087, 0.092, 0.090, 0.114, 0.129, 0.111, 0.102, 0.100, 0.103, 0.090, 0.100, 0.087, 0.101, 0.098, 0.092, 0.090

> What is the formula in the first record?

C20H25N3O5S2